# 1
The following is a DFT calculation (ωB97M-V/def2-TZVPD) of 2 unconnected molecules or ions with the total composition C4H14NO2 at a distorted geometry.

Element x y z (Å)
O -0.3384 -0.7471 -2.2818
C 0.1268 0.5523 -1.8758
C 0.6550 0.4576 -0.4631
N -0.4045 -0.1987 0.3766
C -0.0178 -0.9300 1.6252
C 1.9693 -0.3356 -0.4589
H 0.1796 -0.9302 -3.0668
H -0.7023 1.2751 -1.9151
H 0.8351 0.9406 -2.6023
H 0.7407 1.4596 -0.0441
H -1.1260 0.4303 0.7397
H -0.9192 -0.8247 -0.2419
H 1.0525 -1.1284 1.7724
H -0.5134 -1.8641 1.8441
H -0.0860 -0.1636 2.4013
H 2.5157 -0.1896 -1.3748
H 2.6097 -0.0721 0.3937
H 1.8192 -1.3791 -0.1671
H -2.8928 0.4485 2.0337
H -2.9215 2.0058 1.8117
O -2.5817 1.1933 1.4933

Properties
frontier orbital gap = 11.92 eV
HOMO = -14.79 eV
charge = +1
spin multiplicity = 1
energy above the lowest of the compared OMol25 structures with the same formula, charge and spin = 32.4 kcal/mol

Here are the Mulliken charges for atoms 1 to 5, given in e:
1 O -0.54
2 C -0.77
3 C 0.50
4 N -0.09
5 C -1.02

# 2
The following is a DFT calculation (ωB97M-V/def2-TZVPD) of 2 unconnected molecules or ions with the total composition C5H11NO2 at a distorted geometry.

Element x y z (Å)
O 3.1058 -1.3960 0.3024
C 2.3008 -0.5968 0.9177
C 0.9181 -0.9761 1.3171
C -0.1433 0.0210 0.8073
C -0.7728 -0.3707 -0.4539
C -2.0778 -0.5086 -0.7276
N 0.1675 -0.5225 -1.4764
H 2.6215 0.4558 1.1059
H 0.7280 -1.9508 0.8511
H 0.7333 -1.0925 2.4039
H -0.9525 0.1786 1.5298
H 0.2287 1.0546 0.8927
H -2.5162 -0.8037 -1.6744
H -2.8436 -0.1587 -0.0459
H -0.0763 -1.0788 -2.2707
H 1.1464 -0.6017 -1.2508
H -0.9613 2.0647 -0.9339
H -0.3919 3.3845 -0.7489
O -1.2143 2.8977 -0.5454

Properties
frontier orbital gap (alpha / beta) = 3.56 / 6.97 eV
HOMO (alpha / beta) = 0.10 / -3.37 eV
charge = -1
spin multiplicity = 2
energy above the lowest of the compared OMol25 structures with the same formula, charge and spin = 24.2 kcal/mol

Here are the Mulliken charges for atoms 1 to 5, given in e:
1 O -0.73
2 C -0.56
3 C -0.35
4 C -0.43
5 C 0.16

# 3
The following is a DFT calculation (ωB97M-V/def2-TZVPD) of a molecular structure, C41H84BBr22I2O4PSi at a distorted geometry.

Element x y z (Å)
C -6.0535 1.4308 -2.1701
B -4.8830 0.8298 -1.1819
O -3.5726 1.4098 -1.3032
P -5.3969 -0.6032 -0.0191
C -4.2767 -1.7970 0.9250
C -2.7853 -1.1770 1.1293
C -2.3767 -0.9844 2.6593
C -1.0430 -0.0643 2.7806
C 0.0588 -0.3935 1.6737
C 1.3660 0.5675 1.8489
C 1.4077 1.5565 0.5695
C 0.0810 2.4723 0.4670
O 0.3839 3.6303 -0.3673
C -0.6851 4.5583 -0.3606
C -1.3322 5.1699 -1.6983
O -1.1635 4.9907 0.7170
C -5.1979 0.6358 1.4584
C -6.4014 1.6722 1.6363
O -7.6520 1.0652 2.0793
Si -9.0355 1.7871 1.3268
C -9.4537 0.9928 -0.3965
C -8.9848 3.6974 1.2133
C -10.5701 1.3644 2.4377
C -5.7788 -1.8286 -1.4394
I -7.8934 -2.3944 -1.7461
C -4.8529 -2.4154 -2.3350
C -3.2976 -2.1198 -2.1986
I -5.5044 -3.7457 -3.9173
H -5.5700 1.5188 -3.2017
H -6.4641 2.4304 -1.8012
H -6.8978 0.6553 -2.2849
H -3.2077 1.6857 -0.4370
H -6.8084 -0.6550 0.3271
H -4.2312 -2.7864 0.3386
H -4.6547 -2.0861 1.9672
H -2.6431 -0.2283 0.5212
H -2.0412 -1.9418 0.6926
H -2.1216 -1.9634 3.1776
H -3.1953 -0.4704 3.2507
H -0.5781 -0.3474 3.7933
H -1.2813 1.0500 2.8341
H 0.3768 -1.4868 1.7273
H -0.3063 -0.2178 0.5988
H 1.3589 1.1281 2.8377
H 2.2668 -0.1257 1.7301
H 1.3674 0.8601 -0.3449
H 2.3599 2.1804 0.5266
H -0.3387 2.7443 1.4927
H -0.7443 1.8889 -0.0875
H -2.2260 4.5667 -2.0696
H -0.5596 5.2717 -2.5288
H -1.7317 6.2223 -1.4740
H -4.2263 1.2319 1.4431
H -5.1735 0.0058 2.4243
H -6.6037 2.3436 0.7362
H -6.0881 2.3836 2.4909
H -10.3114 0.2441 -0.2655
H -8.4925 0.4772 -0.7290
H -9.6810 1.7930 -1.1764
H -9.8543 4.2210 1.7235
H -9.0344 3.9787 0.0946
H -7.9684 4.1095 1.5678
H -10.4583 2.0053 3.3720
H -11.4697 1.7930 1.8596
H -10.6560 0.2481 2.6366
H -2.7787 -2.7123 -3.0406
H -2.9941 -1.0357 -2.3521
H -2.8336 -2.5361 -1.2308
Br 2.2052 -2.1191 -1.0395
C 3.7584 -3.0811 -0.3615
C 4.2759 -2.4558 0.9097
Br 5.2793 -0.8273 0.5384
H 4.4948 -3.1008 -1.1642
H 3.4050 -4.0962 -0.1737
H 4.9856 -3.1211 1.4038
H 3.4859 -2.1890 1.6117
Br 4.8241 2.0092 -1.8126
C 6.4551 2.9863 -2.2403
C 7.6364 2.0546 -2.3472
Br 8.2675 1.5098 -0.5857
H 6.5769 3.7525 -1.4756
H 6.2558 3.4659 -3.1999
H 8.4850 2.5616 -2.8085
H 7.4184 1.1426 -2.9027
Br -3.7818 -5.9573 -0.2496
C -3.4700 -6.2763 -2.1472
C -2.7066 -7.5580 -2.3690
Br -0.8132 -7.3336 -1.9622
H -2.9593 -5.3966 -2.5370
H -4.4639 -6.3395 -2.5909
H -2.7385 -7.8469 -3.4205
H -3.0669 -8.3853 -1.7583
Br -0.2507 -2.7745 5.2854
C -1.2861 -2.3810 6.8889
C -2.7343 -2.7685 6.7173
Br -3.7027 -1.4696 5.6288
H -1.1458 -1.3228 7.1066
H -0.8215 -2.9748 7.6774
H -3.2476 -2.7663 7.6800
H -2.8660 -3.7403 6.2424
Br 9.0770 5.3203 -4.1081
C 10.7138 4.6877 -4.9576
C 11.1773 3.3864 -4.3517
Br 12.0311 3.6760 -2.6237
H 11.4467 5.4890 -4.8711
H 10.4536 4.5512 -6.0083
H 11.9455 2.9244 -4.9739
H 10.3695 2.6730 -4.1917
Br 14.5588 -0.0689 -1.8695
C 15.0853 1.4924 -0.8302
C 14.7225 1.3316 0.6249
Br 12.8161 1.6172 0.9062
H 14.6153 2.3568 -1.2987
H 16.1675 1.5629 -0.9507
H 15.2183 2.0919 1.2303
H 14.9587 0.3458 1.0243
Br 13.5259 0.0960 -6.6026
C 13.6874 -1.5936 -5.6436
C 12.3346 -2.2097 -5.3878
Br 11.4175 -1.3138 -3.9206
H 14.2474 -1.3889 -4.7318
H 14.2840 -2.2338 -6.2952
H 12.4397 -3.2470 -5.0662
H 11.6710 -2.1673 -6.2510
Br -11.0191 -2.4129 2.6971
C -12.0700 -2.7794 4.2982
C -13.2112 -1.8025 4.4432
Br -12.5870 -0.0757 5.0943
H -11.3791 -2.7645 5.1412
H -12.4486 -3.7939 4.1618
H -13.9210 -2.1494 5.1960
H -13.7410 -1.6176 3.5092
Br 16.2245 -5.2366 -4.1126
C 17.3509 -4.1830 -5.3042
C 18.2220 -3.2252 -4.5301
Br 17.2022 -1.6825 -3.9151
H 16.6876 -3.6862 -6.0114
H 17.9618 -4.9132 -5.8368
H 19.0028 -2.8129 -5.1710
H 18.6807 -3.6742 -3.6498
Br -9.2579 -4.8748 6.2705
C -10.3061 -5.2406 7.8723
C -11.4447 -4.2623 8.0166
Br -10.8167 -2.5350 8.6646
H -9.6153 -5.2255 8.7144
H -10.6859 -6.2544 7.7375
H -12.1542 -4.6070 8.7702
H -11.9750 -4.0777 7.0827
Br -3.9440 7.4174 -4.4298
C -4.2053 9.1387 -3.5536
C -3.2645 9.3067 -2.3869
Br -3.8638 8.2811 -0.8419
H -5.2560 9.1957 -3.2716
H -3.9991 9.8836 -4.3236
H -3.2505 10.3444 -2.0506
H -2.2460 8.9867 -2.6052

Properties
frontier orbital gap = 7.84 eV
HOMO = -7.80 eV
charge = 0
spin multiplicity = 1
energy above the lowest of the compared OMol25 structures with the same formula, charge and spin = 118.2 kcal/mol

Here are the Mulliken charges for atoms 1 to 5, given in e:
1 C -0.68
2 B 0.35
3 O -0.53
4 P 1.48
5 C -0.70